{"formula": "C20H13Cl2F2OOsS4", "method": "ωB97M-V/def2-TZVPD", "total_energy_ha": -3648.412752, "e_homo_ha": -0.419, "total_charge": 1, "species": ["Os", "Cl", "C", "C", "C", "C", "C", "Cl", "C", "S", "H", "H", "H", "F", "C", "F", "H", "O", "C", "C", "C", "C", "C", "S", "C", "C", "C", "C", "S", "C", "C", "C", "C", "S", "H", "H", "H", "H", "H", "H", "H", "H", "H"], "positions_angstrom": [[0.1634, 0.1998, 0.9295], [-1.2917, 0.7258, 2.7252], [-0.8606, -0.5082, 3.9057], [-1.1785, -0.3093, 5.2317], [-0.8002, -1.2962, 6.1274], [-0.1240, -2.4301, 5.6941], [0.1636, -2.6004, 4.3514], [1.0256, -3.9922, 3.8225], [-0.2080, -1.6284, 3.4193], [0.0520, -1.8399, 1.6860], [-1.6815, 0.5899, 5.5583], [-1.0184, -1.1748, 7.1792], [0.1875, -3.1876, 6.3995], [-2.4182, -0.4123, -0.1839], [-1.1994, 0.0250, -0.5518], [-1.2937, 1.3649, -0.8660], [-0.8693, -0.5279, -1.4349], [1.5394, 0.8710, -0.0632], [2.8989, 0.9144, 0.4812], [2.6916, 1.2032, 1.9569], [2.4674, 0.3110, 2.9795], [2.3172, 0.9662, 4.2350], [2.3798, 2.3205, 4.1213], [2.6494, 2.8270, 2.5113], [3.5590, -0.4168, 0.2156], [3.3858, -1.1599, -0.9169], [4.2589, -2.2753, -0.9766], [5.0840, -2.3408, 0.1041], [4.7882, -1.0777, 1.2120], [3.5951, 2.0375, -0.2370], [3.0296, 3.1434, -0.7975], [4.0041, 4.0437, -1.3091], [5.2731, 3.5943, -1.1197], [5.3087, 2.0816, -0.3259], [2.5196, -0.7648, 2.8567], [2.1967, 0.4470, 5.1744], [2.3121, 3.0531, 4.9099], [2.6859, -0.8922, -1.6961], [4.2809, -2.9866, -1.7882], [5.8451, -3.0735, 0.3175], [1.9630, 3.3068, -0.8504], [3.7676, 4.9742, -1.8029], [6.1954, 4.0692, -1.4121]], "nbo_charge": [0.877, 0.233, -0.055, -0.220, -0.157, -0.203, -0.059, 0.075, -0.194, 0.258, 0.251, 0.246, 0.253, -0.323, 0.445, -0.336, 0.153, -0.592, 0.140, -0.282, -0.289, -0.268, -0.393, 0.537, -0.275, -0.224, -0.245, -0.403, 0.492, -0.260, -0.229, -0.250, -0.395, 0.492, 0.250, 0.239, 0.256, 0.235, 0.240, 0.254, 0.235, 0.238, 0.253]}

---

{"formula": "C20H13Cl5OPPdS", "method": "ωB97M-V/def2-TZVPD", "total_energy_ha": -4012.859365, "spin_multiplicity": 2, "s2": 0.758, "e_homo_ha": [-0.491, -0.514], "total_charge": 2, "species": ["Pd", "Cl", "C", "C", "Cl", "C", "Cl", "C", "O", "C", "Cl", "C", "Cl", "C", "P", "C", "C", "C", "C", "C", "C", "C", "C", "C", "C", "C", "C", "H", "H", "H", "H", "H", "H", "H", "H", "H", "H", "H", "H", "H", "S", "C"], "positions_angstrom": [[-0.2259, 1.0722, 1.4029], [2.5428, 6.6120, -2.6652], [2.3032, 5.2291, -1.7882], [0.9717, 4.9423, -1.3096], [-0.2985, 6.0090, -1.6787], [0.7660, 3.8055, -0.5688], [-0.7458, 3.3392, 0.0056], [1.8897, 2.8743, -0.2715], [1.7114, 1.8695, 0.3987], [3.2333, 3.2062, -0.8265], [4.4547, 2.1200, -0.4763], [3.4265, 4.3647, -1.5459], [4.9527, 4.7853, -2.1541], [-2.7559, -0.2064, -0.5814], [-1.0661, -0.6105, -0.0682], [-1.1327, -1.4469, 1.5231], [-2.3236, -1.8897, 2.1131], [-2.2999, -2.4327, 3.3830], [-1.1008, -2.5317, 4.0888], [0.0847, -2.0968, 3.5213], [0.0748, -1.5515, 2.2425], [-0.3802, -1.7157, -1.2953], [-0.2783, -1.2586, -2.6142], [0.1964, -2.1011, -3.6015], [0.5861, -3.3962, -3.2770], [0.5001, -3.8484, -1.9677], [0.0214, -3.0118, -0.9722], [-3.3371, -1.1109, -0.7670], [-2.7157, 0.3645, -1.5089], [-3.2388, 0.3972, 0.1868], [-3.2608, -1.8202, 1.5782], [-3.2153, -2.7961, 3.8289], [-1.0978, -2.9658, 5.0794], [1.0175, -2.1901, 4.0598], [1.0169, -1.2664, 1.7748], [-0.5778, -0.2493, -2.8724], [0.2623, -1.7539, -4.6231], [0.9553, -4.0552, -4.0509], [0.7983, -4.8580, -1.7221], [-0.0566, -3.3767, 0.0439], [-0.9972, 1.9703, 4.6994], [-0.6608, 1.5793, 3.2763]], "nbo_charge": [0.523, 0.312, 0.090, -0.129, 0.166, -0.066, 0.215, 0.438, -0.443, -0.040, 0.245, -0.142, 0.173, -0.953, 0.979, -0.303, -0.217, -0.179, -0.162, -0.196, -0.252, -0.312, -0.219, -0.194, -0.156, -0.190, -0.210, 0.266, 0.264, 0.258, 0.229, 0.243, 0.243, 0.240, 0.234, 0.211, 0.236, 0.239, 0.240, 0.227, 0.450, -0.359]}

---

{"formula": "C20H13HgN2O2S3", "method": "ωB97M-V/def2-TZVPD", "total_energy_ha": -2377.936708, "spin_multiplicity": 2, "s2": 0.758, "e_homo_ha": [-0.041, -0.065], "total_charge": -2, "species": ["Hg", "N", "C", "C", "C", "C", "C", "C", "C", "H", "H", "H", "H", "O", "S", "O", "N", "C", "S", "C", "C", "C", "C", "C", "C", "H", "H", "H", "H", "S", "C", "C", "C", "C", "C", "C", "H", "H", "H", "H", "H"], "positions_angstrom": [[1.1367, -0.3975, 0.7179], [4.4147, 0.5914, -6.0168], [3.8782, 0.3871, -5.0180], [3.2033, 0.1243, -3.7723], [3.7365, -0.7958, -2.8703], [3.0784, -1.0444, -1.6755], [1.8812, -0.4019, -1.3563], [1.3681, 0.5195, -2.2721], [2.0121, 0.7832, -3.4717], [4.6641, -1.3015, -3.1109], [3.5168, -1.7480, -0.9775], [0.4320, 1.0247, -2.0605], [1.6013, 1.4923, -4.1808], [-6.0794, -2.8164, 0.4041], [-5.5343, -1.4982, 0.6286], [-5.9799, -0.8183, 1.8217], [-3.9221, -1.4873, 0.4918], [-3.5004, -0.7603, -0.5314], [-1.9204, -0.5636, -1.0514], [-4.6381, -0.1036, -1.2909], [-4.5754, 0.7397, -2.3876], [-5.7660, 1.1667, -2.9619], [-6.9974, 0.7539, -2.4529], [-7.0580, -0.0741, -1.3399], [-5.8612, -0.4720, -0.7752], [-3.6063, 1.0323, -2.7715], [-5.7385, 1.8266, -3.8211], [-7.9130, 1.0759, -2.9350], [-8.0051, -0.3949, -0.9245], [3.9200, 0.3613, 1.5716], [4.1513, 0.3042, 3.3046], [4.1122, 1.4667, 4.0969], [4.3085, 1.4247, 5.4683], [4.5572, 0.2191, 6.1163], [4.6035, -0.9432, 5.3537], [4.4072, -0.9017, 3.9821], [3.9154, 2.4089, 3.6000], [4.2641, 2.3445, 6.0430], [4.6974, 0.1843, 7.1904], [4.7943, -1.8958, 5.8378], [4.4409, -1.8129, 3.3973]], "nbo_charge": [0.625, -0.401, 0.324, -0.236, -0.166, -0.265, -0.371, -0.268, -0.176, 0.205, 0.219, 0.223, 0.206, -0.966, 2.287, -0.964, -0.807, 0.095, -0.287, -0.110, -0.185, -0.211, -0.230, -0.223, -0.246, 0.243, 0.198, 0.197, 0.216, -0.535, -0.123, -0.258, -0.220, -0.289, -0.219, -0.258, 0.208, 0.187, 0.187, 0.188, 0.207]}

---

{"formula": "C20H13N3O4S4Y", "method": "ωB97M-V/def2-TZVPD", "total_energy_ha": -2866.368321, "e_homo_ha": -0.229, "total_charge": -1, "species": ["Y", "S", "C", "S", "C", "C", "N", "C", "N", "C", "C", "O", "S", "C", "C", "C", "C", "C", "C", "C", "C", "H", "H", "H", "H", "H", "H", "H", "N", "C", "C", "C", "C", "C", "C", "S", "O", "O", "O", "H", "H", "H", "H", "H", "H"], "positions_angstrom": [[-1.7567, 0.0043, 0.7073], [-1.7167, -0.3702, 3.3007], [-1.3602, 1.3475, 3.3463], [-1.5830, 2.3265, 1.9073], [-0.9217, 1.9176, 4.5082], [-0.7522, 1.1378, 5.7045], [-0.6078, 0.5250, 6.6687], [-0.6041, 3.3179, 4.5933], [-0.3413, 4.4344, 4.6912], [9.1347, -1.1844, -2.6954], [7.7201, -0.9627, -2.2143], [7.0456, -0.0304, -2.5456], [7.1717, -2.2556, -1.0933], [5.4632, -1.8362, -0.9051], [5.0883, -0.7466, -0.1271], [3.7477, -0.4467, 0.0411], [2.7643, -1.2399, -0.5576], [3.1507, -2.3303, -1.3378], [4.4934, -2.6241, -1.5143], [1.3732, -0.9483, -0.3446], [0.1896, -0.7518, -0.1104], [9.6250, -0.2210, -2.8194], [9.0899, -1.6774, -3.6675], [9.7014, -1.8148, -2.0111], [5.8467, -0.1375, 0.3475], [3.4458, 0.3954, 0.6499], [2.3902, -2.9467, -1.7988], [4.7937, -3.4690, -2.1210], [-3.7466, -1.6625, 0.5881], [-4.5395, -0.5773, 0.0576], [-5.6047, -0.0402, 0.7586], [-6.3142, 1.0174, 0.2093], [-5.9686, 1.5369, -1.0363], [-4.8683, 1.0284, -1.7119], [-4.1451, -0.0253, -1.1602], [-7.0062, 2.7799, -1.8274], [-7.9000, 1.9541, -2.6220], [-7.6335, 3.4643, -0.7147], [-6.0686, 3.5725, -2.5984], [-4.1267, -2.0107, 1.4589], [-3.7054, -2.4338, -0.0670], [-5.8767, -0.4494, 1.7257], [-7.1543, 1.4585, 0.7319], [-4.5994, 1.4606, -2.6685], [-3.3338, -0.4861, -1.7266]], "nbo_charge": [1.855, -0.323, -0.179, -0.306, -0.425, 0.305, -0.342, 0.301, -0.332, -0.718, 0.434, -0.538, 0.199, -0.183, -0.193, -0.182, -0.036, -0.201, -0.205, -0.028, -0.672, 0.240, 0.243, 0.226, 0.226, 0.230, 0.222, 0.221, -0.880, 0.061, -0.251, -0.133, -0.298, -0.167, -0.309, 2.425, -1.006, -1.009, -1.011, 0.408, 0.396, 0.220, 0.254, 0.254, 0.207]}

---

{"formula": "C20H13N8O7Os", "method": "ωB97M-V/def2-TZVPD", "total_energy_ha": -1824.010661, "e_homo_ha": -0.665, "total_charge": 3, "species": ["Os", "N", "C", "N", "C", "N", "N", "C", "C", "C", "C", "C", "C", "N", "C", "C", "C", "C", "C", "C", "H", "H", "H", "H", "H", "H", "H", "H", "H", "H", "H", "O", "N", "O", "C", "C", "C", "C", "O", "C", "C", "N", "O", "O", "N", "O", "O", "H", "H"], "positions_angstrom": [[0.1970, -0.3561, 0.9330], [3.6102, -0.7283, -1.4077], [2.6160, -1.0337, -0.6402], [1.8307, -0.0799, -0.0743], [2.1519, 1.3147, -0.2674], [1.5175, 2.1946, 0.4291], [0.6587, 1.5641, 1.2868], [0.3065, 2.0877, 2.4043], [-0.2682, 1.1200, 3.3314], [-0.6710, 1.4000, 4.6117], [-1.0338, 0.3409, 5.4561], [-0.9687, -0.9636, 4.9960], [-0.5745, -1.1978, 3.6892], [-0.2405, -0.1810, 2.8692], [3.2040, 1.6389, -1.1936], [3.5246, 2.9576, -1.5237], [4.5646, 3.2054, -2.4005], [5.3005, 2.1529, -2.9447], [5.0025, 0.8355, -2.6264], [3.9549, 0.5966, -1.7573], [4.1704, -1.4830, -1.7970], [2.3945, -2.0746, -0.4376], [0.5414, 3.1116, 2.6725], [-0.6866, 2.4232, 4.9643], [-1.3525, 0.5475, 6.4704], [-1.2363, -1.7983, 5.6292], [-0.5410, -2.1935, 3.2654], [2.9551, 3.7704, -1.0948], [4.8105, 4.2252, -2.6626], [6.1162, 2.3599, -3.6244], [5.5770, 0.0207, -3.0500], [-4.9128, -4.0919, -2.9763], [-5.0925, -2.9001, -2.9196], [-5.9676, -2.2521, -3.4317], [-4.0885, -2.1312, -2.1336], [-3.0623, -2.8182, -1.5372], [-2.1297, -2.0958, -0.7992], [-2.2161, -0.6916, -0.6618], [-1.3530, 0.0915, 0.0487], [-3.2882, -0.0468, -1.2918], [-4.2188, -0.7615, -2.0277], [-3.5209, 1.4349, -1.2204], [-4.4263, 1.8453, -1.8907], [-2.7925, 2.0976, -0.5126], [-1.0824, -2.8957, -0.1927], [-0.2211, -2.3664, 0.5977], [-1.0186, -4.0560, -0.4034], [-2.9988, -3.8937, -1.6433], [-5.0411, -0.2458, -2.5107]], "nbo_charge": [1.496, -0.429, 0.372, -0.565, 0.426, -0.251, -0.238, 0.157, 0.142, -0.151, -0.033, -0.206, 0.122, -0.460, -0.175, -0.101, -0.152, -0.100, -0.219, 0.206, 0.470, 0.258, 0.279, 0.282, 0.283, 0.289, 0.253, 0.263, 0.268, 0.268, 0.257, -0.314, 0.526, -0.292, 0.050, -0.102, -0.073, 0.363, -0.501, -0.009, -0.080, 0.534, -0.277, -0.354, 0.551, -0.502, -0.172, 0.315, 0.327]}